No. 1
Computed, not measured: a molecular structure, C25H21BaClN2O7 in a non-equilibrium geometry, with ωB97M-V/def2-TZVPD.

CARTESIAN COORDINATES (ANGSTROEM)
Ba 1.288 1.047 0.185
C 4.980 0.835 0.794
C 4.379 1.094 -0.460
C 3.967 2.446 -0.472
C 4.317 3.018 0.773
C 4.938 2.021 1.553
H 5.366 -0.120 1.127
H 4.263 0.388 -1.273
H 3.500 2.961 -1.303
H 4.107 4.032 1.088
H 5.256 2.127 2.582
O -3.543 -3.674 0.390
C -2.875 -3.742 1.530
O -3.135 -4.575 2.379
C -1.742 -2.794 1.701
C -0.865 -2.853 2.766
N 0.043 -1.889 2.578
N -0.184 -1.182 1.466
C -1.273 -1.704 0.924
C -1.831 -1.031 -0.313
O -2.731 -1.673 -0.925
O -1.368 0.091 -0.590
H -3.170 -2.932 -0.217
H -0.845 -3.510 3.622
H 0.806 -1.585 3.177
C 1.545 -0.306 5.732
C 2.551 -0.659 4.835
C 2.566 -0.112 3.547
C 1.593 0.783 3.036
C 0.620 1.111 4.010
C 0.578 0.603 5.310
H 1.519 -0.723 6.733
H 3.328 -1.356 5.142
H 3.394 -0.413 2.901
H -0.197 1.789 3.743
H -0.216 0.901 5.992
C -2.862 -1.731 -4.148
C -3.023 -0.274 -3.840
C -4.262 0.307 -3.640
C -4.364 1.650 -3.311
Cl -5.959 2.363 -3.073
C -3.242 2.429 -3.146
C -1.985 1.864 -3.342
C -1.887 0.532 -3.711
O -0.709 -0.100 -3.976
C 0.485 0.677 -3.971
C 0.997 0.901 -2.549
O 1.481 -0.105 -1.965
O 0.894 2.059 -2.046
H -3.830 -2.232 -4.133
H -2.222 -2.201 -3.399
H -2.400 -1.882 -5.127
H -5.158 -0.297 -3.718
H -3.334 3.465 -2.844
H -1.097 2.447 -3.139
H 0.328 1.628 -4.484
H 1.222 0.081 -4.505

Summary:
Total charge: -2
Spin multiplicity: 1
Strongest force on any atom, eV/A: 2.5
HOMO, eV: -1.65
Energy relative to the best compared isomer or geometry (same formula, charge and spin), kcal per mole: 29.2
Lowest unoccupied orbital energy, eV: 4.1400

No. 2
Computed, not measured: a molecular structure, C25H21Br2F4IrN5PSSe, with ωB97M-V/def2-TZVPD.

CARTESIAN COORDINATES (ANGSTROEM)
Ir -1.321 -0.659 -1.420
F 6.312 -1.523 -1.506
C 5.052 -1.119 -1.348
C 4.753 0.227 -1.268
F 5.729 1.133 -1.333
C 3.438 0.627 -1.103
F 3.266 1.946 -0.947
C 2.371 -0.271 -1.044
P 0.617 0.391 -0.941
C 0.714 1.091 0.744
C 1.229 2.345 1.065
C 1.320 2.744 2.391
C 0.922 1.890 3.409
C 0.427 0.631 3.098
C 0.314 0.240 1.774
C 0.720 1.759 -2.152
C 1.275 1.495 -3.401
C 1.252 2.460 -4.394
C 0.675 3.697 -4.152
C 0.119 3.962 -2.910
C 0.135 2.997 -1.916
C 2.719 -1.623 -1.040
Br 1.476 -2.981 -0.684
C 4.029 -2.038 -1.214
F 4.348 -3.335 -1.230
H 1.571 3.011 0.287
H 1.714 3.723 2.627
H 1.006 2.201 4.442
H 0.132 -0.047 3.886
H -0.082 -0.739 1.526
H 1.701 0.524 -3.615
H 1.677 2.237 -5.364
H 0.652 4.448 -4.930
H -0.343 4.922 -2.715
H -0.341 3.204 -0.968
Se -2.663 0.667 -2.807
N -1.740 -4.924 -0.801
C -1.399 -4.709 0.514
C -1.229 -3.368 0.628
N -1.451 -2.766 -0.590
C -1.757 -3.733 -1.426
H -1.940 -5.811 -1.232
H -1.319 -5.506 1.228
H -0.990 -2.793 1.503
H -1.984 -3.605 -2.469
Br -0.224 -1.605 -3.454
C -2.267 -1.388 4.506
C -3.461 -1.253 3.564
C -3.139 -0.437 2.352
N -2.539 -0.905 1.323
N -2.336 0.021 0.335
C -2.800 1.210 0.643
N -2.735 2.292 -0.158
S -3.527 1.251 2.212
H -2.529 -1.994 5.373
H -1.939 -0.411 4.860
H -1.430 -1.864 3.995
H -4.304 -0.801 4.091
H -3.785 -2.235 3.218
H -2.774 2.028 -1.165
H -3.320 3.072 0.103

Summary:
Spin multiplicity: 1
Strongest force on any atom, eV/A: 0.5
HOMO (spin up / spin down), eV: -6.63 / -6.60
Energy relative to the best compared isomer or geometry (same formula, charge and spin), kcal per mole: 2.0
Lowest unoccupied orbital energy (spin up / spin down), eV: -0.3106 / -0.3356

No. 3
Computed, not measured: a molecular structure, C25H21Br3CaN7O5 in a non-equilibrium geometry, with ωB97M-V/def2-TZVPD.

CARTESIAN COORDINATES (ANGSTROEM)
Ca -0.277 -0.154 0.605
N 0.443 -2.427 0.987
C 0.604 -2.411 2.431
C -0.627 -1.672 2.989
O -1.515 -2.321 3.577
N -0.579 -0.391 2.727
C -1.734 0.391 3.075
C -2.320 1.070 1.831
O -2.840 2.179 1.942
O -2.232 0.425 0.739
H -0.374 -2.980 0.752
H 1.261 -2.812 0.527
H 1.511 -1.850 2.677
H 0.659 -3.421 2.873
H -1.462 1.177 3.791
H -2.513 -0.247 3.519
Br -1.879 -1.282 -6.409
C -1.563 -1.057 -4.537
C -0.574 -0.196 -4.096
C -0.370 -0.113 -2.719
N -1.073 -0.799 -1.842
C -2.056 -1.591 -2.267
C -2.327 -1.764 -3.631
C -2.884 -2.243 -1.238
C -4.165 -2.732 -1.526
C -4.912 -3.239 -0.481
Br -6.624 -4.011 -0.843
C -4.422 -3.213 0.811
C -3.122 -2.743 0.983
N -2.376 -2.306 -0.011
H 0.019 0.378 -4.789
H 0.401 0.538 -2.319
H -3.098 -2.439 -3.973
H -4.575 -2.711 -2.522
H -5.014 -3.554 1.645
H -2.674 -2.729 1.973
Br 7.303 2.720 -1.439
C 6.085 1.473 -0.668
C 6.558 0.510 0.210
N 5.761 -0.387 0.759
C 4.470 -0.347 0.472
C 3.903 0.593 -0.382
C 4.740 1.525 -0.979
C 2.402 0.608 -0.676
O 2.010 1.400 -1.538
O 1.716 -0.212 -0.035
H 7.608 0.457 0.473
H 3.856 -1.102 0.944
H 4.318 2.251 -1.659
N -1.337 2.529 -0.773
C -0.335 2.953 0.036
C 0.172 4.266 -0.045
C 1.227 4.628 0.755
C 1.742 3.698 1.656
C 1.180 2.436 1.679
N 0.188 2.066 0.885
H -1.913 3.259 -1.166
H -1.850 1.729 -0.373
H -0.257 4.955 -0.758
H 1.645 5.625 0.698
H 2.563 3.948 2.312
H 1.525 1.670 2.364

Summary:
Total charge: -1
Spin multiplicity: 1
Strongest force on any atom, eV/A: 2.9
HOMO, eV: -5.26
Energy relative to the best compared isomer or geometry (same formula, charge and spin), kcal per mole: 24.7
Lowest unoccupied orbital energy, eV: 1.9244

No. 4
Computed, not measured: a molecular structure, C25H21Br4HfN3O7PSe4 in a non-equilibrium geometry, with ωB97M-V/def2-TZVPD.

CARTESIAN COORDINATES (ANGSTROEM)
Hf -0.554 -0.659 -2.579
Br 1.408 5.915 -3.948
C 0.495 4.262 -3.940
C -0.584 4.046 -4.788
Br -1.171 5.420 -5.943
C -1.233 2.806 -4.790
Br -2.726 2.466 -5.892
C -0.807 1.782 -3.958
O -1.343 0.578 -3.913
C 0.239 2.029 -3.032
O 0.492 1.047 -2.178
C 0.898 3.248 -3.061
Br 2.363 3.491 -1.890
C 2.598 1.523 3.083
O 1.409 1.798 3.799
C 0.475 0.815 3.846
C 0.592 -0.405 3.191
C -0.436 -1.328 3.263
C -1.590 -1.060 3.998
C -1.675 0.147 4.694
C -0.667 1.083 4.602
N -2.648 -1.993 4.157
N -3.015 -2.731 3.225
C -2.464 -2.602 1.933
C -2.026 -3.738 1.289
C -1.325 -3.673 0.084
C -1.074 -2.462 -0.533
O -0.359 -2.359 -1.633
C -1.647 -1.285 0.051
N -1.518 -0.120 -0.644
C -2.098 0.971 -0.206
C -2.870 0.987 0.961
C -3.002 -0.166 1.688
C -2.363 -1.349 1.263
H 3.208 2.420 3.157
H 2.397 1.307 2.031
H 3.136 0.680 3.528
H 1.455 -0.638 2.583
H -0.339 -2.260 2.724
H -2.564 0.351 5.279
H -0.737 2.037 5.108
H -2.161 -4.692 1.784
H -0.943 -4.569 -0.387
H -1.971 1.861 -0.812
H -3.361 1.900 1.266
H -3.625 -0.175 2.571
Se -3.125 -1.615 -2.906
Se -1.842 -3.147 -4.106
Se -0.417 -1.913 -5.437
Se 1.438 -1.346 -4.077
C 3.887 0.116 -1.665
O 3.172 -0.092 -0.454
P 1.649 -0.694 -0.430
O 1.855 -2.040 0.469
C 2.293 -3.226 -0.186
O 1.101 0.114 0.873
C 1.073 1.534 0.939
H 4.701 -0.608 -1.738
H 4.298 1.125 -1.654
H 3.249 0.009 -2.545
H 2.122 -4.051 0.504
H 3.361 -3.165 -0.417
H 1.736 -3.403 -1.110
H 2.081 1.936 1.054
H 0.468 1.795 1.810
H 0.629 1.969 0.046

Summary:
Total charge: -1
Spin multiplicity: 1
Strongest force on any atom, eV/A: 3.2
HOMO, eV: -4.67
Energy relative to the best compared isomer or geometry (same formula, charge and spin), kcal per mole: 68.5
Lowest unoccupied orbital energy, eV: 1.5369